The following is a quantum chemistry calculation of C7H8Cl2LaO4Sc as an isolated structure at a distorted geometry, from OMol25.

Computed properties:
Energy relative to the best compared isomer or geometry (same formula, charge and spin), kcal per mole: 24.6
Total energy, Eh: -2283.51987
Gap between HOMO and LUMO, eV: 5.9
Charge: +4
Molecular weight, g mol⁻¹: 410.90

The geometry in XYZ format:
```
23
C7H8Cl2LaO4Sc, DFT wB97M-V/def2-TZVPD
Sc -1.611 -0.479 -4.979
La 1.276 -0.157 -0.910
Cl -2.728 -1.744 -3.464
Cl -0.480 1.039 -2.378
C 1.789 1.992 -0.199
C 0.268 -1.505 -4.923
C -0.023 1.000 -5.471
O 1.820 3.050 0.294
O 1.402 -1.745 -4.763
O 0.969 1.593 -5.608
C -0.438 0.504 3.274
C 0.017 -0.972 3.252
C 0.285 -1.352 1.782
O 0.109 -0.085 1.036
C -0.645 0.910 1.820
H -1.370 0.627 3.841
H 0.311 1.149 3.745
H -0.752 -1.621 3.684
H 0.928 -1.091 3.857
H 1.302 -1.748 1.622
H -0.456 -2.089 1.434
H -1.694 0.821 1.508
H -0.280 1.904 1.546
```